{"formula": "ClTi2", "method": "ωB97M-V/def2-TZVPD", "homo_lumo_gap_ev": [6.2, 9.5], "multiplicity": 7, "e_lumo_ev": [-5.0, -5.0], "e_above_lowest_ev": 0.6634, "charge": 1, "elements": ["Ti", "Ti", "Cl"], "positions_angstrom": [[1.802, -0.424, 0.345], [-1.737, -0.974, -0.214], [-0.065, 1.398, -0.131]]}

***

{"formula": "C20H37N2O9PSTc", "method": "ωB97M-V/def2-TZVPD", "homo_lumo_gap_ev": [8.7, 7.3], "multiplicity": 4, "e_lumo_ev": [-6.1, -7.6], "charge": 2, "elements": ["Tc", "O", "C", "O", "C", "O", "C", "C", "O", "O", "H", "H", "H", "H", "H", "S", "C", "C", "N", "C", "H", "H", "H", "C", "O", "P", "O", "C", "O", "C", "H", "H", "H", "H", "H", "H", "H", "H", "H", "O", "C", "C", "C", "C", "C", "C", "N", "H", "H", "H", "H", "H", "H", "H", "H", "H", "H", "H", "C", "C", "C", "C", "H", "H", "H", "H", "H", "H", "H", "H", "H"], "positions_angstrom": [[0.369, 0.074, 0.119], [2.717, 4.038, 1.146], [2.491, 2.865, 0.632], [1.474, 2.533, 0.061], [3.648, 1.886, 0.811], [3.147, 0.628, 1.222], [2.803, 0.600, 2.590], [1.317, 1.034, 2.851], [1.058, 1.728, 3.797], [0.497, 0.557, 1.997], [1.979, 4.672, 1.072], [4.141, 1.740, -0.155], [4.377, 2.287, 1.521], [2.875, -0.439, 2.913], [3.455, 1.240, 3.192], [0.238, -0.704, -4.452], [1.507, 0.331, -3.945], [1.464, 0.509, -2.601], [0.457, -0.160, -1.962], [-0.274, -0.827, -2.833], [2.204, 0.761, -4.637], [2.131, 1.136, -2.036], [-1.128, -1.410, -2.545], [3.204, -3.456, 1.760], [2.500, -2.216, 1.545], [1.636, -1.977, 0.238], [0.783, -3.319, 0.157], [0.436, -4.055, -1.016], [2.610, -2.265, -1.021], [3.845, -1.588, -1.229], [3.164, -4.093, 0.878], [2.747, -3.979, 2.598], [4.238, -3.211, 2.003], [0.144, -5.041, -0.665], [1.284, -4.145, -1.691], [-0.406, -3.591, -1.533], [4.139, -1.805, -2.256], [4.602, -1.968, -0.543], [3.730, -0.515, -1.086], [-0.966, 1.605, -0.167], [-1.601, 2.558, -0.627], [-1.473, 3.023, -2.047], [-2.572, 2.180, -2.749], [-3.991, 2.242, -2.145], [-4.224, 1.462, -0.832], [-3.688, 2.160, 0.441], [-2.651, 3.091, 0.032], [-0.490, 2.809, -2.465], [-1.689, 4.085, -2.157], [-2.250, 1.135, -2.768], [-2.635, 2.523, -3.782], [-4.653, 1.796, -2.892], [-4.312, 3.279, -2.033], [-3.764, 0.477, -0.940], [-5.297, 1.313, -0.719], [-3.256, 1.439, 1.134], [-4.466, 2.724, 0.950], [-3.025, 3.938, -0.375], [-0.823, -2.238, 2.851], [-1.705, -1.231, 2.122], [-3.183, -1.572, 2.347], [-1.394, -1.146, 0.638], [-0.993, -2.175, 3.923], [0.229, -2.045, 2.654], [-1.058, -3.254, 2.540], [-1.529, -0.236, 2.554], [-3.423, -2.551, 1.937], [-3.838, -0.830, 1.895], [-3.384, -1.596, 3.415], [-2.229, -0.668, 0.126], [-1.269, -2.151, 0.244]]}

***

{"formula": "C42H78F3N8O6PSi", "method": "ωB97M-V/def2-TZVPD", "homo_lumo_gap_ev": 10.3, "multiplicity": 1, "e_lumo_ev": 0.4, "charge": 0, "elements": ["C", "C", "C", "C", "O", "O", "P", "O", "O", "C", "C", "O", "C", "F", "F", "F", "O", "Si", "C", "C", "C", "H", "H", "H", "H", "H", "H", "H", "H", "H", "H", "H", "H", "H", "H", "H", "H", "H", "H", "H", "H", "H", "H", "C", "C", "C", "C", "N", "H", "H", "H", "H", "H", "H", "H", "C", "C", "C", "C", "N", "H", "H", "H", "H", "H", "H", "H", "C", "C", "C", "C", "N", "H", "H", "H", "H", "H", "H", "H", "C", "C", "C", "C", "N", "H", "H", "H", "H", "H", "H", "H", "C", "C", "C", "C", "N", "H", "H", "H", "H", "H", "H", "H", "C", "C", "C", "C", "N", "H", "H", "H", "H", "H", "H", "H", "C", "C", "C", "C", "N", "H", "H", "H", "H", "H", "H", "H", "C", "C", "C", "C", "N", "H", "H", "H", "H", "H", "H", "H"], "positions_angstrom": [[0.420, 0.842, -1.294], [1.810, 0.279, -1.851], [1.661, -1.170, -2.543], [1.656, -2.233, -1.365], [2.979, -2.835, -1.130], [3.099, -2.980, 0.238], [2.466, -4.535, 0.681], [2.212, -5.305, -0.603], [1.150, -4.424, 1.721], [-0.098, -4.274, 1.015], [-1.237, -4.867, 2.008], [-0.583, -5.943, 2.729], [-1.749, -3.807, 3.062], [-2.836, -3.042, 2.609], [-0.771, -2.874, 3.437], [-2.189, -4.457, 4.220], [3.653, -5.404, 1.548], [4.435, -4.411, 2.742], [3.255, -3.371, 3.821], [5.333, -5.643, 3.935], [5.841, -3.305, 2.007], [-0.433, 0.669, -2.022], [0.560, 1.972, -1.190], [0.152, 0.464, -0.258], [2.501, 0.116, -0.967], [2.204, 1.061, -2.575], [2.520, -1.365, -3.269], [0.663, -1.180, -3.101], [1.344, -1.791, -0.357], [0.934, -3.089, -1.603], [-0.397, -3.200, 0.808], [-0.186, -4.876, 0.067], [-2.097, -5.340, 1.438], [-0.236, -6.548, 2.035], [2.352, -4.006, 4.089], [3.736, -2.978, 4.773], [2.926, -2.467, 3.202], [4.589, -6.031, 4.713], [6.188, -5.161, 4.493], [5.647, -6.575, 3.348], [6.223, -3.856, 1.098], [6.622, -3.213, 2.823], [5.375, -2.301, 1.779], [-5.624, -3.589, -0.213], [-5.644, -4.429, -1.486], [-4.674, -5.612, -1.435], [-3.274, -5.116, -1.261], [-2.182, -4.728, -1.126], [-4.644, -3.135, -0.046], [-6.350, -2.776, -0.283], [-5.876, -4.196, 0.661], [-5.401, -3.788, -2.339], [-6.658, -4.807, -1.647], [-4.734, -6.190, -2.360], [-4.923, -6.277, -0.604], [2.545, 1.884, 3.776], [1.912, 3.132, 3.169], [1.242, 2.865, 1.820], [2.259, 2.369, 0.839], [3.054, 1.985, 0.074], [3.346, 1.492, 3.144], [2.984, 2.116, 4.749], [1.800, 1.096, 3.918], [2.681, 3.901, 3.055], [1.165, 3.526, 3.864], [0.793, 3.784, 1.434], [0.451, 2.119, 1.925], [-5.900, 1.486, -2.880], [-4.858, 0.378, -2.988], [-3.737, 0.511, -1.953], [-3.016, 1.809, -2.144], [-2.453, 2.820, -2.293], [-5.463, 2.469, -3.071], [-6.692, 1.335, -3.616], [-6.356, 1.500, -1.886], [-4.433, 0.387, -3.996], [-5.351, -0.589, -2.856], [-3.025, -0.310, -2.062], [-4.144, 0.475, -0.940], [2.997, -8.896, 1.240], [2.203, -10.198, 1.300], [1.050, -10.240, 0.294], [0.090, -9.129, 0.574], [-0.658, -8.263, 0.795], [2.377, -8.033, 1.495], [3.824, -8.922, 1.952], [3.413, -8.735, 0.242], [1.814, -10.330, 2.314], [2.878, -11.035, 1.103], [0.522, -11.194, 0.365], [1.427, -10.137, -0.727], [-0.655, 5.719, -2.657], [0.516, 6.647, -2.347], [1.418, 6.117, -1.231], [0.631, 5.967, 0.033], [0.014, 5.843, 1.016], [-1.320, 5.607, -1.798], [-1.253, 6.124, -3.478], [-0.303, 4.727, -2.951], [0.127, 7.629, -2.071], [1.113, 6.782, -3.252], [2.245, 6.808, -1.056], [1.839, 5.146, -1.504], [1.108, 9.172, -6.323], [2.278, 10.097, -6.009], [3.175, 9.565, -4.889], [2.382, 9.418, -3.628], [1.764, 9.304, -2.645], [0.441, 9.061, -5.465], [0.514, 9.577, -7.145], [1.461, 8.178, -6.616], [1.888, 11.081, -5.735], [2.878, 10.231, -6.913], [4.004, 10.253, -4.710], [3.595, 8.593, -5.162], [0.327, 13.034, -2.392], [-0.291, 14.286, -3.006], [-0.970, 14.016, -4.352], [0.033, 13.497, -5.334], [0.815, 13.094, -6.099], [1.120, 12.625, -3.023], [0.773, 13.267, -1.423], [-0.427, 12.257, -2.241], [0.488, 15.043, -3.130], [-1.030, 14.695, -2.311], [-1.408, 14.937, -4.744], [-1.770, 13.281, -4.238], [-2.770, -7.555, 5.604], [-3.827, -7.027, 6.567], [-3.509, -7.340, 8.032], [-3.434, -8.821, 8.235], [-3.377, -9.976, 8.391], [-2.696, -8.644, 5.644], [-3.023, -7.284, 4.577], [-1.787, -7.135, 5.833], [-4.797, -7.458, 6.300], [-3.912, -5.944, 6.445], [-4.286, -6.931, 8.682], [-2.555, -6.892, 8.321]]}

***

{"formula": "C3H4OS", "method": "ωB97M-V/def2-TZVPD", "homo_lumo_gap_ev": 7.6, "multiplicity": 1, "e_lumo_ev": -1.6, "e_above_lowest_ev": 3.2055, "charge": 0, "elements": ["C", "C", "C", "H", "H", "H", "H", "O", "S"], "positions_angstrom": [[-0.214, -0.632, -0.830], [0.519, -0.328, 0.380], [0.198, 1.060, 0.893], [-1.455, -0.829, -0.384], [0.316, -1.675, -1.480], [-0.557, 0.370, -1.628], [0.555, 0.996, 1.961], [1.040, -1.170, 1.136], [-0.401, 2.208, -0.047]]}

***

In order of appearance, DFT total energy = -58740.7012; -65057.5671; -94342.2283; -16054.9042 eV.